Entry 1:
Below is a structure of composition C57H52BCaN10O4S2, with properties calculated with ωB97M-V/def2-TZVPD.

The geometry in ORCA input format:
```
! wB97M-V def2-TZVPD RIJCOSX def2/J DEFGRID3
* xyz -1 1
Ca -0.546 -0.641 -0.805
C -1.892 -3.273 2.981
C -1.722 -2.927 1.649
N -1.893 -1.689 1.217
C -2.234 -0.773 2.124
C -2.397 -1.134 3.458
N -2.229 -2.375 3.895
C -2.367 0.646 1.684
C -2.761 1.644 2.574
C -2.756 2.962 2.160
C -2.389 3.246 0.849
C -2.058 2.200 0.002
N -2.043 0.933 0.427
C -1.689 2.429 -1.427
C -1.696 3.691 -2.014
N -1.382 3.880 -3.291
C -1.029 2.804 -3.984
C -1.004 1.539 -3.409
N -1.352 1.360 -2.145
C -3.133 4.047 3.095
C -3.886 5.139 2.677
C -4.218 6.121 3.596
N -3.856 6.091 4.875
C -3.133 5.047 5.270
C -2.750 4.011 4.432
H -1.736 -4.295 3.303
H -1.422 -3.671 0.925
H -2.667 -0.406 4.210
H -3.090 1.399 3.572
H -2.340 4.271 0.514
H -1.955 4.577 -1.450
H -0.751 2.943 -5.021
H -0.687 0.662 -3.960
H -4.231 5.220 1.654
H -4.812 6.974 3.284
H -2.836 5.035 6.312
H -2.141 3.203 4.816
C 6.274 -1.677 -0.085
C 5.415 -0.428 -0.166
C 6.220 0.855 -0.064
O 4.690 -0.396 -1.379
C 3.336 -0.794 -1.103
C 3.175 -0.141 0.290
O 4.446 -0.495 0.861
C 2.054 -0.491 1.317
O 0.835 -0.223 0.771
C 2.070 -1.986 1.706
C 1.706 -2.910 0.720
C 1.612 -4.263 0.998
C 1.845 -4.733 2.286
C 2.178 -3.828 3.278
C 2.298 -2.471 2.988
C 2.270 0.427 2.549
C 1.235 1.295 2.884
C 1.340 2.167 3.960
C 2.491 2.187 4.732
C 3.531 1.324 4.413
C 3.423 0.456 3.334
C 2.449 -0.448 -2.345
O 1.149 -0.768 -2.092
C 2.521 1.064 -2.659
C 3.053 1.616 -3.817
C 2.988 2.988 -4.057
C 2.403 3.837 -3.134
C 1.867 3.298 -1.969
C 1.913 1.933 -1.746
C 2.954 -1.311 -3.535
C 2.024 -2.143 -4.153
C 2.384 -2.955 -5.222
C 3.686 -2.955 -5.697
C 4.623 -2.129 -5.092
C 4.262 -1.317 -4.025
H 7.018 -1.676 -0.883
H 5.640 -2.558 -0.185
H 6.786 -1.721 0.877
H 6.918 0.928 -0.899
H 6.782 0.874 0.871
H 5.545 1.709 -0.097
H 3.303 -1.883 -0.994
H 3.133 0.945 0.162
H 1.493 -2.557 -0.283
H 1.352 -4.955 0.205
H 1.764 -5.790 2.509
H 2.349 -4.172 4.292
H 2.551 -1.788 3.786
H 0.347 1.269 2.266
H 0.520 2.839 4.190
H 2.581 2.866 5.571
H 4.438 1.326 5.006
H 4.245 -0.205 3.101
H 3.509 0.977 -4.560
H 3.401 3.387 -4.976
H 2.355 4.903 -3.320
H 1.404 3.946 -1.233
H 1.465 1.520 -0.849
H 1.009 -2.140 -3.777
H 1.636 -3.589 -5.684
H 3.969 -3.587 -6.530
H 5.646 -2.114 -5.450
H 5.007 -0.683 -3.569
C -5.914 2.131 1.142
N -5.383 1.279 0.106
C -5.041 1.687 -1.175
C -4.774 0.565 -1.873
N -4.977 -0.527 -1.057
B -5.176 -1.967 -1.632
N -4.062 -2.994 -1.225
C -4.320 -4.096 -0.441
C -3.264 -4.934 -0.511
N -2.332 -4.317 -1.331
C -1.069 -4.880 -1.754
C -2.838 -3.131 -1.768
S -2.019 -2.089 -2.844
C -5.366 -0.087 0.164
S -5.738 -0.996 1.542
H -5.503 3.134 1.026
H -5.644 1.722 2.113
H -7.004 2.176 1.084
H -5.004 2.727 -1.451
H -4.450 0.427 -2.890
H -5.169 -1.860 -2.834
H -6.213 -2.410 -1.207
H -5.241 -4.161 0.110
H -3.065 -5.880 -0.041
H -0.769 -5.642 -1.037
H -0.314 -4.096 -1.803
H -1.154 -5.323 -2.747
*
```

Computed properties:
Energy: -123839.091 eV
Frontier orbital gap: 6.0427 eV
HOMO level: -4.91 eV

Mulliken atomic charge list, values in e, 99 entries: atom 1 (Ca): -0.155, atom 2 (C): -1.108, atom 3 (C): -0.298, atom 4 (N): 1.670, atom 5 (C): -1.396, atom 6 (C): -0.240, atom 7 (N): -0.700, atom 8 (C): 0.672, atom 9 (C): -1.293, atom 10 (C): 0.792, atom 11 (C): -1.330, atom 12 (C): -0.281, atom 13 (N): 2.165, atom 14 (C): -0.397, atom 15 (C): -0.073, atom 16 (N): -0.625, atom 17 (C): -0.958, atom 18 (C): -0.396, atom 19 (N): 0.780, atom 20 (C): 0.356, atom 21 (C): -0.536, atom 22 (C): -0.554, atom 23 (N): -0.635, atom 24 (C): -0.530, atom 25 (C): -0.391, atom 26 (H): 0.494, atom 27 (H): 0.225, atom 28 (H): 0.486, atom 29 (H): 0.730, atom 30 (H): 0.702, atom 31 (H): 0.447, atom 32 (H): 0.482, atom 33 (H): 0.201, atom 34 (H): 0.312, atom 35 (H): 0.377, atom 36 (H): 0.386, atom 37 (H): 0.352, atom 38 (C): -1.743, atom 39 (C): 1.111, atom 40 (C): -1.780, atom 41 (O): -0.097, atom 42 (C): -0.706, atom 43 (C): -0.518, atom 44 (O): -0.192, atom 45 (C): 2.036, atom 46 (O): 0.855, atom 47 (C): 0.135, atom 48 (C): -0.016, atom 49 (C): -0.842, atom 50 (C): -0.878, atom 51 (C): -1.005, atom 52 (C): -0.540, atom 53 (C): -0.401, atom 54 (C): -0.157, atom 55 (C): -0.894, atom 56 (C): -0.745, atom 57 (C): -1.093, atom 58 (C): 0.199, atom 59 (C): 2.305, atom 60 (O): 0.712, atom 61 (C): 0.049, atom 62 (C): -0.596, atom 63 (C): -1.045, atom 64 (C): -0.801, atom 65 (C): -1.088, atom 66 (C): 1.034, atom 67 (C): -0.404, atom 68 (C): -0.886, atom 69 (C): -1.081, atom 70 (C): -0.586, atom 71 (C): -1.092, atom 72 (C): 0.405, atom 73 (H): 0.365, atom 74 (H): 0.390, atom 75 (H): 0.379, atom 76 (H): 0.380, atom 77 (H): 0.363, atom 78 (H): 0.392, atom 79 (H): 0.580, atom 80 (H): 0.230, atom 81 (H): -0.353, atom 82 (H): 0.523, atom 83 (H): 0.374, atom 84 (H): 0.432, atom 85 (H): 0.570, atom 86 (H): 0.007, atom 87 (H): 0.514, atom 88 (H): 0.406, atom 89 (H): 0.398, atom 90 (H): 0.628, atom 91 (H): 0.534, atom 92 (H): 0.415, atom 93 (H): 0.355, atom 94 (H): 0.475, atom 95 (H): -0.457, atom 96 (H): 0.364, atom 97 (H): 0.482, atom 98 (H): 0.395, atom 99 (H): 0.398

Entry 2:
Below is the ion C4H4ClF2N2 with charge +1 at a distorted geometry, with properties calculated with ωB97M-V/def2-TZVPD.

The geometry in ORCA input format:
```
! wB97M-V def2-TZVPD RIJCOSX def2/J DEFGRID3
* xyz 1 3
C -0.290 -0.425 1.754
C 0.007 -1.170 -0.639
C -0.319 0.957 -1.965
C 0.476 0.589 2.264
N -0.186 -1.010 0.578
N 0.016 -0.279 -1.763
F -0.531 1.342 -3.186
F 1.361 1.188 1.457
Cl 0.545 1.048 3.874
H -0.933 -0.953 2.452
H 0.176 -2.182 -0.995
H -0.428 1.713 -1.198
H 0.108 -0.818 -2.631
*
```

Computed properties:
⟨S²⟩: 2.034
Energy: -25138.934 eV
Frontier orbital gap (spin up / spin down): 7.2601 / 8.3535 eV
HOMO level (spin up / spin down): -11.26 / -15.49 eV

natural (NBO) charges, unit e, in atom order: atom 1 (C): -0.007, atom 2 (C): 0.258, atom 3 (C): 0.442, atom 4 (C): 0.379, atom 5 (N): -0.327, atom 6 (N): -0.536, atom 7 (F): -0.263, atom 8 (F): -0.269, atom 9 (Cl): 0.206, atom 10 (H): 0.254, atom 11 (H): 0.228, atom 12 (H): 0.185, atom 13 (H): 0.449

Entry 3:
Below is the molecule C3H4N2O at a distorted geometry, with properties calculated with ωB97M-V/def2-TZVPD.

The geometry in ORCA input format:
```
! wB97M-V def2-TZVPD RIJCOSX def2/J DEFGRID3
* xyz 0 1
N 1.394 -0.033 -1.991
C 1.241 -0.359 -0.893
C 0.744 -0.633 0.447
C -0.739 -0.252 0.303
N -0.951 1.097 0.275
O -1.611 -1.084 0.206
H 1.258 -0.016 1.190
H 0.818 -1.690 0.710
H -1.872 1.354 -0.052
H -0.197 1.658 -0.098
*
```

Computed properties:
Energy: -8203.497 eV
Frontier orbital gap: 11.2097 eV
HOMO level: -10.54 eV
SMILES: N#CCC(N)=O

natural (NBO) charges, unit e, in atom order: atom 1 (N): -0.305, atom 2 (C): 0.270, atom 3 (C): -0.606, atom 4 (C): 0.691, atom 5 (N): -0.821, atom 6 (O): -0.569, atom 7 (H): 0.262, atom 8 (H): 0.279, atom 9 (H): 0.405, atom 10 (H): 0.395